[1]
Density functional theory data (ωB97M-V/def2-TZVPD) for 2 unconnected molecules or ions with the total composition C20H25O2S at a distorted geometry.

```
48
Properties=species:S:1:pos:R:3
C -0.76 -2.43 4.42
C -1.68 -2.22 3.25
O -1.12 -1.18 2.42
C -1.93 -0.92 1.35
C -1.42 0.13 0.50
S -2.42 0.67 -0.73
C -4.04 0.94 0.06
C -1.93 2.42 -0.93
O -2.98 -1.56 1.17
H -1.21 -3.17 5.09
H 0.22 -2.80 4.11
H -0.63 -1.50 4.99
H -1.77 -3.15 2.67
H -2.67 -1.90 3.60
H -0.50 0.63 0.76
H -4.42 -0.05 0.33
H -3.90 1.57 0.94
H -4.68 1.43 -0.68
H -0.91 2.44 -1.30
H -2.61 2.84 -1.68
H -2.03 2.92 0.03
C 1.66 3.95 -4.15
C 1.51 2.70 -3.34
C 0.75 1.63 -3.84
C 0.56 0.49 -3.08
C 1.14 0.34 -1.78
C 0.79 -0.83 -1.04
C 1.44 -1.45 0.07
C 1.14 -2.83 0.30
C 1.61 -3.49 1.42
C 2.41 -2.82 2.35
C 2.77 -1.49 2.12
C 2.31 -0.82 0.99
C 1.98 1.41 -1.34
C 2.12 2.57 -2.09
H 2.24 4.69 -3.60
H 2.17 3.74 -5.10
H 0.68 4.38 -4.40
H 0.30 1.71 -4.83
H -0.05 -0.33 -3.47
H 0.05 -1.46 -1.54
H 0.51 -3.35 -0.43
H 1.34 -4.54 1.58
H 2.76 -3.34 3.25
H 3.39 -0.96 2.84
H 2.60 0.22 0.85
H 2.50 1.34 -0.39
H 2.73 3.39 -1.72
```

## Properties
Spin multiplicity   1
E_LUMO   -0.1933 Eh
E_tot   -36067.5831 eV
Gap between HOMO and LUMO   0.195 Ha
Total charge   +1
HOMO energy   -10.576 eV

Atomic partial charges in e from the Löwdin method, atoms 1 to 2:
1 C -0.064
2 C -0.229

=====

[2]
Density functional theory data (ωB97M-V/def2-TZVPD) for a molecular structure, C20H26AsF3N3NiOS6Sb.

```
62
Properties=species:S:1:pos:R:3
Ni 1.97 1.87 -0.98
F 2.73 2.53 -6.42
C 1.49 2.06 -6.21
F 1.14 1.41 -7.36
F 0.67 3.12 -6.14
C 1.38 1.15 -5.02
C 0.94 -0.14 -5.18
C 0.82 -0.99 -4.09
C 1.16 -0.49 -2.85
N 1.59 0.76 -2.68
C 1.72 1.62 -3.72
S 2.26 3.18 -3.27
H 0.68 -0.50 -6.17
H 0.48 -2.01 -4.18
H 1.10 -1.09 -1.95
S 3.48 0.82 3.52
As 2.20 1.66 2.07
S 1.58 0.12 0.58
S 3.19 2.98 0.58
S 0.47 2.67 2.81
C -0.24 -0.95 4.43
C -1.72 -0.96 4.08
C -2.00 -0.18 2.80
N -1.39 -0.81 1.64
C -2.01 -1.55 0.76
S -3.66 -1.80 0.59
N -1.16 -2.14 -0.20
C 0.02 -2.84 -0.02
O 0.66 -3.20 -1.00
C 0.41 -3.27 1.36
C 1.74 -3.13 1.77
C 2.12 -3.60 3.01
C 1.20 -4.24 3.83
C -0.11 -4.39 3.42
C -0.51 -3.89 2.19
H -0.04 -1.50 5.36
H 0.13 0.08 4.55
H 0.36 -1.40 3.64
H -2.30 -0.49 4.88
H -2.09 -1.98 3.98
H -1.56 0.81 2.89
H -3.07 -0.09 2.61
H -0.41 -0.54 1.42
H -1.56 -2.25 -1.11
H 2.44 -2.61 1.13
H 3.14 -3.44 3.35
H 1.51 -4.60 4.81
H -0.84 -4.87 4.06
H -1.55 -3.97 1.87
C -1.51 2.53 -2.87
Sb -0.46 2.83 -1.01
C -2.12 2.41 0.26
C -0.56 4.96 -0.94
H -2.35 3.21 -2.94
H -1.88 1.50 -2.91
H -0.83 2.70 -3.70
H -2.92 3.12 0.06
H -1.77 2.49 1.28
H -2.49 1.39 0.08
H -1.60 5.30 -0.98
H 0.00 5.36 -1.78
H -0.10 5.28 0.00
```

## Properties
Spin multiplicity   3
Relative energy (zero: lowest compared OMol25 entry of this formula, charge and spin)   0.0 kcal per mole
E_LUMO (alpha / beta)   0.1540 / 0.1539 Eh
E_tot   -209270.4529 eV
Gap between HOMO and LUMO (alpha / beta)   0.220 / 0.220 Ha
Total charge   -2
HOMO energy (alpha / beta)   -1.795 / -1.807 eV

Atomic partial charges in e from the Löwdin method, atoms 1 to 2:
1 Ni -0.250
2 F 0.117

=====

[3]
Density functional theory data (ωB97M-V/def2-TZVPD) for a molecular structure, C20H26AsF3N3S3Sc.

```
57
Properties=species:S:1:pos:R:3
Sc -0.26 0.37 0.33
C -1.70 3.52 2.08
C -2.59 2.57 1.35
N -2.24 1.40 0.83
C -3.34 0.76 0.26
C -4.49 1.47 0.32
S -4.22 2.92 1.16
C -3.15 -0.58 -0.30
C -4.13 -1.39 -0.76
S -3.45 -2.90 -1.17
C -1.91 -2.40 -0.72
N -1.88 -1.14 -0.28
C -0.80 -3.39 -0.83
H -0.80 3.02 2.44
H -2.22 3.93 2.95
H -1.43 4.35 1.43
H -5.46 1.20 -0.05
H -5.18 -1.20 -0.85
H -1.21 -4.37 -1.05
H -0.24 -3.44 0.10
H -0.11 -3.12 -1.63
F 2.23 -3.80 0.14
C 3.55 -3.63 0.01
F 3.91 -4.16 -1.17
F 4.14 -4.34 0.97
C 3.99 -2.18 0.08
C 5.36 -1.98 0.21
C 5.88 -0.71 0.32
C 4.98 0.35 0.30
N 3.67 0.18 0.15
C 3.18 -1.05 0.03
S 1.42 -1.19 -0.29
H 6.01 -2.85 0.24
H 6.94 -0.54 0.41
H 5.33 1.37 0.40
C -0.42 4.58 -1.60
C 0.60 4.45 -0.48
As 1.27 2.66 -0.18
C 2.30 2.34 -1.79
C 1.53 1.56 -2.85
C 2.47 2.99 1.32
C 3.49 4.09 1.04
H -0.91 5.55 -1.56
H -1.21 3.82 -1.55
H 0.04 4.50 -2.59
H 0.23 4.84 0.46
H 1.52 5.00 -0.71
H 3.21 1.81 -1.48
H 2.58 3.33 -2.15
H 1.29 0.55 -2.51
H 2.15 1.44 -3.74
H 0.62 2.07 -3.16
H 2.95 2.04 1.56
H 1.80 3.25 2.15
H 3.93 4.01 0.05
H 4.30 4.03 1.77
H 3.06 5.09 1.13
```

## Properties
Spin multiplicity   1
Relative energy (zero: lowest compared OMol25 entry of this formula, charge and spin)   45.0 kcal per mole
E_LUMO   -0.2631 Eh
E_tot   -147817.8768 eV
Gap between HOMO and LUMO   0.269 Ha
Total charge   +2
HOMO energy   -14.466 eV

Atomic partial charges in e from the Löwdin method, atoms 1 to 2:
1 Sc 0.933
2 C -0.055

=====

[4]
Density functional theory data (ωB97M-V/def2-TZVPD) for a molecular structure, C20H26Br15ClN3OSi at a distorted geometry.

```
67
Properties=species:S:1:pos:R:3
C -1.99 3.06 1.02
Si -1.16 1.56 0.17
C -0.71 2.16 -1.63
C 0.57 1.15 0.98
O -2.17 0.17 -0.04
C -2.94 -0.17 1.13
C -2.52 -1.54 1.85
C -1.10 -1.44 2.57
C 0.00 -2.49 2.14
Cl -0.27 -3.81 0.92
C 1.38 -2.36 2.80
N 1.62 -1.33 3.78
C 0.67 -0.35 4.23
C 1.14 0.73 5.31
C 2.45 1.53 5.01
C 2.76 2.58 6.14
C 1.74 2.62 7.30
N 0.58 1.85 7.56
C 0.26 0.89 6.57
C -0.80 -0.36 3.65
N -1.75 0.63 4.15
H -1.41 3.24 2.01
H -1.93 3.99 0.36
H -3.09 2.81 1.26
H 0.42 2.13 -1.83
H -1.02 3.27 -1.75
H -1.30 1.54 -2.39
H 0.74 0.03 1.10
H 0.69 1.64 2.01
H 1.44 1.53 0.32
H -4.03 -0.33 0.76
H -3.00 0.64 1.93
H -2.61 -2.44 1.13
H -3.31 -1.73 2.67
H 2.19 -3.11 2.50
H 2.56 -1.29 4.21
H 3.10 1.38 4.09
H 3.67 3.27 6.08
H 1.97 3.42 8.10
H -0.68 0.23 6.67
H -2.73 0.28 4.05
H -1.65 1.55 3.71
C -4.27 -5.44 0.47
Br -5.21 -5.61 2.15
Br -4.62 -6.94 -0.71
Br -4.65 -3.74 -0.40
H -3.21 -5.44 0.69
C -0.83 0.34 -5.42
Br 1.06 0.73 -5.22
Br -1.47 -0.84 -4.02
Br -1.89 1.96 -5.54
H -0.95 -0.19 -6.36
C 5.02 -0.14 -4.97
Br 4.51 1.73 -4.79
Br 6.92 -0.33 -5.32
Br 4.46 -1.19 -3.45
H 4.50 -0.53 -5.84
C 6.98 3.27 -7.83
Br 8.85 2.75 -7.70
Br 6.78 5.07 -8.52
Br 5.94 1.98 -8.84
H 6.58 3.27 -6.81
C -4.44 -3.50 -4.73
Br -4.93 -2.22 -6.09
Br -5.88 -4.75 -4.35
Br -2.78 -4.41 -5.16
H -4.26 -2.94 -3.81
```

## Properties
Spin multiplicity   1
E_LUMO   -0.1661 Eh
E_tot   -1098703.7279 eV
Gap between HOMO and LUMO   0.254 Ha
Total charge   +1
HOMO energy   -11.420 eV

Atomic partial charges in e from the Löwdin method, atoms 1 to 2:
1 C -0.184
2 Si 0.509

=====

[5]
Density functional theory data (ωB97M-V/def2-TZVPD) for a molecular structure, C20H26Cl2N2O5S at a distorted geometry.

```
56
Properties=species:S:1:pos:R:3
C 3.88 -2.90 8.57
C 3.81 -3.74 7.23
H 4.54 -4.64 7.22
H 2.86 -4.17 7.22
O 4.34 -2.92 6.12
C 3.21 -2.33 5.69
O 2.01 -2.23 6.23
C 3.81 -1.75 4.26
C 3.00 -0.51 3.98
H 2.60 0.08 4.90
H 3.48 0.02 3.39
C 1.75 -0.92 3.20
N 2.08 -1.21 1.92
C 1.07 -1.59 0.83
O 1.61 -2.07 -0.20
C -0.34 -0.91 1.14
H -0.60 -0.80 2.12
C -1.36 -1.63 0.27
C -1.14 -1.50 -1.47
N -1.18 -0.11 -1.60
S -2.43 0.74 -1.80
O -3.65 -0.32 -2.03
O -2.85 1.52 -0.69
C -2.30 1.74 -3.09
C -2.06 3.05 -3.22
C -2.00 4.03 -4.20
C -1.60 3.65 -5.29
C -1.58 1.98 -5.62
C -1.88 1.27 -4.30
Cl -1.81 -0.38 -4.57
H -1.28 1.58 -6.54
H -1.30 4.15 -6.22
Cl -2.09 5.70 -3.96
H -2.46 3.69 -2.02
C -0.03 0.72 -0.89
C -0.31 0.40 0.48
H 0.72 1.12 0.96
H -1.41 1.01 0.96
H -0.12 1.68 -1.25
H 0.86 0.09 -1.16
H -2.13 -1.79 -1.82
H -0.35 -2.04 -1.45
H -1.24 -2.73 0.51
H -2.28 -1.18 0.57
C 3.36 -2.15 1.88
C 3.49 -2.64 3.07
H 2.65 -3.30 3.39
H 4.38 -3.18 3.05
H 4.11 -1.39 1.53
H 3.21 -2.88 1.13
H 1.09 0.10 2.99
H 1.04 -1.50 3.74
H 4.75 -1.45 4.22
H 3.14 -2.02 8.54
H 4.83 -2.37 8.62
H 3.58 -3.58 9.50
```

## Properties
Spin multiplicity   1
Relative energy (zero: lowest compared OMol25 entry of this formula, charge and spin)   420.4 kcal per mole
E_LUMO   -0.0173 Eh
E_tot   -70242.4881 eV
Gap between HOMO and LUMO   0.308 Ha
HOMO energy   -8.852 eV

Atomic partial charges in e from the Löwdin method, atoms 1 to 2:
1 C -0.073
2 C -0.210